Entry 1:
C15H14ClF3N4O3S | ωB97M-V with the def2-TZVPD basis set

XYZ file:
```
41
Properties=species:S:1:pos:R:3:forces:R:3
C -2.03008 -2.98547 -1.17677 -0.2106 -0.0792 0.1599
H -1.92572 -2.98901 -2.26063 0.0807 0.0157 -0.1372
C -3.48869 -2.82345 -0.76548 0.0897 0.1837 -0.1568
H -3.57788 -2.91043 0.31838 -0.0980 -0.0291 -0.0011
C -4.11797 -1.49218 -1.18634 -0.2659 -0.5135 0.0909
N -3.54922 -0.35690 -0.46607 -0.0548 -0.1126 -0.1414
C -2.50280 0.38168 -0.94257 0.2116 0.5241 0.1651
N -2.00282 0.10309 -2.14173 -0.0031 -0.2121 -0.1672
H -2.22468 -0.74599 -2.62865 -0.0197 0.0489 0.0819
H -1.18579 0.67725 -2.39610 -0.0974 -0.0406 0.0164
C -1.95846 1.44184 -0.18698 -0.1419 -0.0883 -0.2122
C -2.58594 1.81556 1.05647 -0.0687 -0.2500 -0.3222
O -2.30191 2.74345 1.78593 -0.0830 0.1810 0.2152
N -3.65646 0.99628 1.41862 -0.1643 0.1434 0.4630
C -4.16228 -0.07845 0.75627 0.1742 0.2298 0.0163
O -5.08132 -0.73749 1.17664 -0.2353 -0.2042 0.1128
H -4.11126 1.23143 2.29435 0.0724 -0.0709 -0.1780
C -0.74412 2.08692 -0.64243 -0.3192 0.0945 0.0074
O -0.25268 1.89658 -1.75461 -0.1017 0.0876 -0.1050
C -0.04251 3.03012 0.30966 0.7405 -0.1386 0.0788
H -0.36043 4.05630 0.12464 -0.0020 0.0137 0.0486
H -0.21719 2.78486 1.35301 -0.0577 0.0842 -0.2177
S 1.74191 2.98120 -0.01821 -0.0020 0.6083 0.0212
C 1.97932 1.27708 0.16472 0.2867 -0.2296 0.0049
N 0.93565 0.53346 0.50725 0.1009 0.1451 0.1553
C 1.07405 -0.77073 0.61637 0.3620 -0.4032 -0.0358
C 2.27705 -1.42060 0.37515 0.1417 0.1118 -0.0581
C 3.39603 -0.65865 0.02975 -0.3844 -0.0417 0.0955
C 3.24724 0.70781 -0.06908 -0.4923 -0.1515 0.1336
Cl 4.56130 1.72651 -0.48126 0.2670 0.0760 -0.0735
H 4.34953 -1.12663 -0.15886 0.0809 -0.0095 -0.0223
C 2.34432 -2.91271 0.49157 -0.1536 -0.2435 0.0736
F 1.39787 -3.51567 -0.25651 -0.1543 0.0883 -0.1270
F 2.13588 -3.33706 1.75136 -0.0282 0.1136 0.1790
F 3.51760 -3.42296 0.10500 0.2749 0.1460 -0.1007
H 0.18791 -1.31715 0.90965 -0.0600 -0.1597 0.0204
H -4.04146 -1.32785 -2.26204 -0.0237 0.0610 0.0514
H -5.17774 -1.51560 -0.91919 0.1890 0.0685 -0.1842
H -4.08063 -3.62493 -1.20998 -0.0664 -0.0250 0.0486
H -1.64301 -3.93112 -0.80718 0.1027 -0.0758 -0.0014
H -1.40912 -2.19294 -0.76543 0.1135 0.0532 0.0019
```
Positions in Å, forces in eV/Å.

Total charge ... 0
Orbital gap ... 9.02 eV
Structure (SMILES) ... CCCn1c(N)c(C(=O)CSc2ncc(C(F)(F)F)cc2Cl)c(=O)[nH]c1=O

Entry 2:
C11H16N2O5 | ωB97M-V with the def2-TZVPD basis set

XYZ file:
```
34
Properties=species:S:1:pos:R:3:forces:R:3
C -4.40070 -0.39074 -0.59506 0.0336 0.2484 0.0523
H -4.03921 -0.59353 -1.60034 0.0155 -0.1117 -0.1246
H -5.48584 -0.45194 -0.61019 -0.0677 -0.0686 -0.0591
H -4.02335 -1.15908 0.07573 0.0192 -0.1336 0.0393
C -3.97465 0.99187 -0.12069 0.0044 -0.0809 0.0041
C -2.49990 1.15207 0.11010 -0.1315 -0.1758 -0.1351
C -1.54789 0.37313 -0.43103 -0.5814 0.2664 0.1984
N -0.19900 0.53311 -0.21925 0.1632 -0.0740 -0.0832
C 0.25926 1.50052 0.65699 -0.1150 0.0639 -0.1280
O 1.42445 1.66854 0.93836 0.3039 0.0077 0.1898
N -0.72057 2.30399 1.18310 0.0826 0.3290 0.2938
C -2.09636 2.23425 1.00120 0.2507 -0.1928 -0.1566
O -2.83185 3.01510 1.56010 -0.1408 0.0986 0.0518
H -0.38637 3.02434 1.81545 -0.0413 -0.1488 -0.1314
C 0.70972 -0.48002 -0.75094 0.0414 0.1333 -0.3408
O 1.06330 -1.37001 0.27313 -0.1295 -0.0455 0.1711
C 2.46796 -1.62096 0.28373 0.6899 -0.0381 0.0899
C 3.07663 -1.03922 1.56665 -0.1042 0.1124 -0.5551
O 2.52130 -1.65342 2.70020 -0.2923 -0.2117 0.3023
H 1.56172 -1.59899 2.61292 0.0429 0.0347 0.0604
H 4.14893 -1.24045 1.59970 -0.0175 0.0042 -0.1009
H 2.90290 0.04491 1.58548 0.1336 -0.1422 -0.0522
H 2.60122 -2.70863 0.27150 0.0533 0.1502 0.0005
C 3.03630 -1.01206 -1.00457 -0.0704 0.4329 0.3875
O 3.12721 -2.03431 -1.96768 -0.0249 -0.3887 -0.3529
H 3.52863 -1.68362 -2.77052 -0.0412 -0.0013 0.0899
C 2.00459 0.06333 -1.36887 0.0776 -0.1819 0.2175
H 1.90744 0.19073 -2.44553 0.0189 -0.0184 -0.0263
H 2.27780 1.00797 -0.90677 -0.0300 -0.0496 -0.0975
H 4.02438 -0.57135 -0.82152 -0.0950 -0.0260 0.0111
H 0.13304 -1.03143 -1.51005 0.0497 0.2037 0.2065
H -1.80238 -0.44570 -1.08628 -0.0111 -0.0730 -0.0286
H -4.47326 1.23540 0.82052 -0.0046 0.0398 -0.0921
H -4.29548 1.74617 -0.84559 -0.0822 0.0376 0.0984
```
Positions in Å, forces in eV/Å.

Total charge ... 0
Orbital gap ... 9.68 eV
ΔE to the lowest compared entry with this formula, charge and spin ... 0.059 eV
Structure (SMILES) ... CCc1cn([C@H]2C[C@H](O)[C@@H](CO)O2)c(=O)[nH]c1=O

Entry 3:
C39H40BaN3O2Se2 | ωB97M-V with the def2-TZVPD basis set

XYZ file:
```
87
Properties=species:S:1:pos:R:3:forces:R:3
Ba 0.49716 0.07762 0.48145 0.7201 0.5627 0.5548
C -1.76342 3.05193 -3.26046 -0.0603 -0.0452 -0.1312
C -0.68646 3.33152 -2.25004 0.0741 0.0737 0.1181
C -1.00386 3.44316 -0.90155 -0.0238 0.0526 0.0003
C -0.02194 3.68237 0.05441 0.1023 -0.0583 0.0316
C -0.38546 3.83196 1.50817 -0.0203 -0.0761 0.0660
C 1.30782 3.77061 -0.35427 -0.0146 0.0340 -0.0039
C 1.66034 3.67488 -1.69816 -0.0830 -0.0274 0.1269
C 3.10090 3.74284 -2.11767 0.0799 0.0715 -0.0302
C 0.64555 3.47712 -2.62876 0.0001 -0.1395 -0.1840
H -2.46353 2.30236 -2.88686 -0.0002 -0.0159 0.0303
H -1.34176 2.68186 -4.19795 0.0055 0.0109 0.0277
H -2.33979 3.95033 -3.49599 0.0170 0.0171 0.0378
H -2.03266 3.32655 -0.58308 -0.0187 -0.0634 0.0035
H -1.36512 3.39738 1.70720 -0.0035 0.0030 -0.0159
H -0.41483 4.88595 1.79673 0.0105 -0.0025 -0.0212
H 0.33892 3.33481 2.15847 0.0025 0.0035 -0.0261
H 2.08440 3.91883 0.38923 0.0102 -0.0453 -0.0041
H 3.61939 4.55811 -1.60947 -0.0204 0.0032 -0.0130
H 3.18694 3.90154 -3.19438 0.0141 -0.0207 0.0185
H 3.63010 2.82399 -1.85331 -0.0418 -0.0452 0.0207
H 0.90407 3.40497 -3.68309 0.0066 -0.0128 0.0214
O 5.11330 -2.61796 3.47007 0.0140 0.1433 0.0229
C 5.13048 -1.19108 3.66415 0.0516 -0.1698 -0.0105
C 4.01463 -0.53601 2.84973 -0.1775 0.0010 -0.1174
C 4.09020 0.96288 3.13286 0.0461 0.0814 0.1333
O 3.87176 1.27704 4.50995 0.0042 -0.0812 -0.1960
C 4.32720 -0.83501 1.35766 -0.2668 0.1801 -0.0346
Se 3.60516 0.33413 -0.11899 0.3790 -0.2263 0.2593
C 2.67165 -1.15755 3.34746 0.0749 0.1406 -0.1133
Se 1.03556 -0.01833 3.56898 0.2309 -0.2478 0.1524
H 5.68922 -3.00372 4.13382 -0.0024 -0.0193 0.0001
H 6.09806 -0.79048 3.33581 0.0012 0.0153 0.0202
H 4.99123 -0.95171 4.72174 -0.0161 0.0219 -0.0057
H 3.36634 1.47645 2.49926 0.0018 -0.0110 -0.0034
H 5.08390 1.33753 2.86760 -0.0097 0.0016 0.0240
H 2.91900 1.11545 4.64105 0.0054 0.0605 0.0459
H 4.01342 -1.85792 1.15487 0.0405 0.0021 -0.0727
H 5.40972 -0.80841 1.23142 -0.0037 0.0536 -0.0627
H 2.84104 -1.56814 4.34109 -0.0412 -0.0186 -0.0018
H 2.43429 -2.01094 2.70948 -0.0710 0.0255 -0.0065
C 1.37422 -0.69222 -4.25263 -0.0321 0.2975 0.1478
C 0.86967 -0.23547 -3.02159 0.0458 -0.5319 -0.2712
N 0.65484 -1.04891 -2.01217 -0.0591 -0.1721 -0.1347
C 0.95633 -2.35709 -2.12537 -0.2126 0.0772 0.3779
C 1.46956 -2.89123 -3.30654 0.1703 -0.5311 -0.1136
C 1.67425 -2.01817 -4.38537 0.0355 -0.0267 -0.1017
C 1.77574 -4.30210 -3.38865 -0.0251 0.3800 -0.0947
C 1.55904 -5.11106 -2.33965 -0.1455 0.0342 0.4077
C 1.02001 -4.59150 -1.10133 0.1076 -0.3674 -0.2676
C 0.76581 -5.42045 0.00472 0.0264 -0.0694 -0.0514
C 0.25885 -4.88198 1.15177 -0.0657 0.2432 0.2974
C 0.02726 -3.49355 1.20905 0.0362 -0.2486 -0.2458
N 0.24758 -2.70306 0.18115 0.1088 -0.1440 -0.3811
C 0.72646 -3.23588 -0.97147 0.0090 0.4955 -0.1568
H 1.52928 0.00734 -5.06257 0.0088 -0.0044 0.0002
H 0.63304 0.81193 -2.87629 -0.0319 0.0753 0.0584
H 2.07569 -2.40294 -5.31586 -0.0075 -0.0296 0.0188
H 2.18702 -4.68615 -4.31436 -0.0077 0.0005 -0.0022
H 1.78546 -6.16913 -2.39075 0.0044 0.0012 -0.0127
H 0.97701 -6.48131 -0.06483 -0.0010 0.0055 -0.0103
H 0.05145 -5.48933 2.02178 0.0162 -0.0179 -0.0093
H -0.34842 -3.02169 2.11193 0.0573 0.0100 0.0203
N -1.85324 0.66220 0.37801 -0.8837 0.2730 0.0425
C -3.08659 0.46564 0.41526 -0.1744 0.0513 -0.1671
C -3.85586 0.29316 -0.88511 0.0387 -0.1379 0.0037
C -5.04308 0.96057 -1.16384 -0.0584 0.0555 0.0283
C -5.63474 0.87283 -2.42014 -0.0097 -0.0078 0.0049
C -5.05841 0.09323 -3.41127 0.0393 0.0074 0.0247
C -3.87744 -0.59211 -3.13830 -0.0372 0.0158 -0.0509
C -3.28356 -0.48395 -1.89312 0.0174 0.0172 0.0507
C -3.88171 0.41531 1.70682 0.0903 0.0563 -0.0525
C -3.32494 0.98949 2.84876 0.0158 -0.0157 0.0174
C -3.97745 0.92935 4.06733 -0.0526 -0.0308 0.0023
C -5.20569 0.28245 4.17005 0.0322 0.0185 0.0119
C -5.76230 -0.30650 3.04595 0.0031 0.0016 -0.0303
C -5.10407 -0.23720 1.82246 -0.0924 -0.0279 -0.0050
H -5.50362 1.57208 -0.39567 0.0002 -0.0158 0.0053
H -6.55227 1.41335 -2.62140 0.0119 0.0156 -0.0029
H -5.51988 0.02366 -4.38875 -0.0009 -0.0129 0.0026
H -3.41753 -1.20656 -3.90404 -0.0052 0.0043 0.0012
H -2.34416 -0.98143 -1.67860 -0.0045 0.0070 -0.0092
H -2.34992 1.45233 2.75940 0.0038 -0.0001 -0.0118
H -3.52200 1.37454 4.94330 -0.0045 0.0037 0.0008
H -5.71782 0.23078 5.12326 0.0037 -0.0021 0.0011
H -6.71099 -0.82574 3.11659 0.0037 -0.0014 0.0081
H -5.54585 -0.71042 0.95347 0.0078 0.0154 -0.0122
```
Positions in Å, forces in eV/Å.

Total charge ... -1
Orbital gap ... 5.60 eV
ΔE to the lowest compared entry with this formula, charge and spin ... 0.513 eV

Question: Which of these has the highest orbital gap?
Answer: C11H16N2O5